108
Properties=species:S:1:pos:R:3 method="wB97M-V/def2-TZVPD" relative_energy_kcal_mol=18.11 charge=-2 orbital_gap_ev=5.87 spin_multiplicity=1 e_lumo_ev=3.37 total_energy_ev=-182429.692
Lu 0.205 -0.576 1.386
O -0.774 0.207 3.594
S -1.577 -0.911 3.049
O -2.712 -1.280 3.850
O -1.946 -0.441 1.658
O -0.600 -2.018 2.794
I 3.962 -4.320 0.308
C 4.183 -2.630 1.530
C 5.420 -2.349 2.103
C 5.563 -1.253 2.910
I 7.485 -0.849 3.693
C 4.464 -0.434 3.238
C 4.495 0.699 4.078
C 3.338 1.355 4.391
C 2.129 0.898 3.848
N 2.074 -0.093 2.992
C 3.203 -0.762 2.677
C 3.042 -1.839 1.715
O 1.939 -2.027 1.096
H 6.262 -2.995 1.894
H 5.444 1.040 4.472
H 3.341 2.234 5.020
H 1.180 1.348 4.113
Te -0.987 -1.676 -3.615
C 1.083 -2.133 -3.696
C 1.581 -2.763 -4.838
C 2.927 -3.058 -4.912
N 3.801 -2.769 -3.953
C 3.321 -2.187 -2.855
C 1.981 -1.853 -2.679
C -1.702 -1.218 -1.652
P -1.024 -2.373 -0.398
C -2.526 -2.932 0.528
C -2.339 -3.975 1.434
C -3.399 -4.457 2.183
C -4.660 -3.897 2.032
C -4.852 -2.863 1.130
C -3.790 -2.381 0.378
C -0.889 -3.966 -1.314
C -2.010 -4.512 -1.940
C -1.910 -5.701 -2.638
C -0.689 -6.363 -2.718
C 0.426 -5.830 -2.093
C 0.326 -4.634 -1.393
P -1.298 0.404 -0.908
C -0.829 1.844 -1.999
C -0.851 3.032 -1.255
C -0.540 4.253 -1.822
C -0.232 4.323 -3.176
C -0.213 3.160 -3.927
C -0.481 1.927 -3.341
C -3.078 0.980 -0.892
C -3.759 1.379 0.250
C -5.108 1.712 0.191
C -5.791 1.644 -1.011
C -5.117 1.247 -2.161
C -3.775 0.921 -2.100
H 0.911 -3.027 -5.649
H 3.339 -3.561 -5.784
H 4.040 -1.953 -2.081
H 1.661 -1.392 -1.754
H -1.346 -4.393 1.557
H -3.240 -5.253 2.901
H -5.490 -4.266 2.624
H -5.835 -2.419 1.016
H -3.934 -1.561 -0.315
H -2.954 -3.984 -1.878
H -2.785 -6.116 -3.126
H -0.613 -7.296 -3.265
H 1.381 -6.339 -2.151
H 1.195 -4.209 -0.903
H -1.118 2.976 -0.205
H -0.541 5.149 -1.213
H -0.010 5.279 -3.636
H 0.021 3.207 -4.985
H -0.440 1.035 -3.949
H -3.242 1.376 1.197
H -5.627 2.013 1.093
H -6.847 1.887 -1.054
H -5.646 1.183 -3.106
H -3.259 0.596 -2.996
C 3.286 2.589 -3.493
N 2.930 1.725 -2.391
C 3.096 2.041 -1.087
N 3.273 3.322 -0.746
S 3.189 0.799 0.046
H 2.860 2.176 -4.404
H 4.374 2.672 -3.607
H 2.867 3.584 -3.350
H 2.944 0.733 -2.564
H 3.023 4.046 -1.403
H 3.050 3.519 0.235
O 2.420 4.788 4.112
S 1.684 4.802 2.872
O 1.946 5.930 2.006
N 1.853 3.413 2.047
C 0.714 2.741 1.950
O 0.519 1.689 1.304
C -0.424 3.409 2.670
C -1.708 2.913 2.811
C -2.633 3.700 3.483
C -2.276 4.943 3.994
C -0.976 5.423 3.870
C -0.066 4.633 3.201
H -1.933 1.921 2.451
H -3.646 3.341 3.615
H -3.014 5.545 4.508
H -0.687 6.382 4.281